(1)
{"formula": "C3H8NO3", "method": "the ωB97M-V functional and the def2-TZVPD basis", "species": ["O", "C", "N", "C", "O", "C", "H", "H", "H", "H", "H", "H", "H", "H", "O"], "xyz": [[-1.3939, -1.4043, 1.2919], [-1.0719, -0.2194, 1.0806], [-0.3665, 0.3712, 0.0692], [0.6246, -0.6243, -0.7683], [1.7925, -0.1387, -0.7783], [-1.4144, 0.9009, 2.3104], [-0.0216, 1.2915, 0.0636], [0.0722, -0.5691, -1.7449], [0.6692, -1.6530, -0.1519], [-1.5284, 1.8433, 1.9605], [-2.3681, 0.5726, 2.7434], [-0.6462, 0.7567, 3.0990], [2.1632, 0.0827, -2.4637], [1.4581, -1.0089, -3.3636], [2.0311, -0.2013, -3.3479]], "atomic_forces_ev_per_a": [[0.68, 1.97, -1.06], [0.09, 2.31, 2.20], [-1.20, -4.67, 0.53], [-1.04, -0.93, 1.30], [2.24, 1.45, -0.23], [0.19, -5.23, -0.03], [0.31, 1.11, 0.62], [0.10, -0.99, 0.24], [-1.37, 1.59, -1.38], [0.08, 3.06, -1.05], [0.16, 0.04, -0.06], [-0.29, 0.37, -0.64], [-0.22, -0.04, 2.69], [0.98, 1.41, 0.57], [-0.70, -1.46, -3.71]], "mulliken_charge": [-0.640, 0.536, -0.286, -0.204, -0.854, -1.065, 0.231, 0.173, 0.169, 0.412, 0.289, 0.212, 0.435, 0.286, -0.694], "energy_ha": -399.58531, "total_charge": -1, "gap_ev": 7.7, "homo_energy_ev": -3.69, "e_above_lowest_kcal_mol": 58.05}


(2)
{"formula": "C3H8NO3P", "method": "the ωB97M-V functional and the def2-TZVPD basis", "species": ["C", "C", "C", "N", "O", "O", "O", "P", "H", "H", "H", "H", "H", "H", "H", "H"], "xyz": [[0.6037, 0.6657, 1.1856], [-1.2748, -0.6970, 0.3041], [-0.1827, 0.3523, 0.0317], [-0.5930, 1.4290, -0.8108], [1.2083, 1.9134, 1.0514], [0.8256, -0.0286, 2.1616], [-0.7051, -1.9712, 0.5477], [1.6183, -1.2750, -0.7331], [-1.8401, -0.6010, 1.3082], [-1.8624, -0.9112, -0.4932], [0.0537, 1.5674, -1.5911], [-1.5424, 1.3979, -1.0498], [0.6541, 2.4093, 0.4130], [-0.0432, -1.7407, 1.1974], [2.1090, -0.3902, -1.9318], [0.9708, -2.1203, -1.5908]], "atomic_forces_ev_per_a": [[2.17, 2.03, 1.61], [1.45, -0.34, 3.82], [-1.11, -3.06, -1.77], [2.45, 0.14, 0.41], [-0.67, -0.93, 0.51], [-0.47, 0.34, -1.15], [0.72, -0.52, -0.20], [0.06, 3.23, -0.55], [0.29, 1.17, -1.77], [-2.20, 0.35, -2.46], [-0.74, 0.04, 0.23], [-1.22, -0.14, -0.72], [0.27, -0.22, 0.15], [0.54, -0.55, 0.91], [-0.71, -1.06, 1.67], [-0.82, -0.48, -0.68]], "mulliken_charge": [0.408, -0.595, 0.531, -0.749, -0.554, -0.595, -0.569, 0.125, 0.260, 0.462, 0.250, 0.218, 0.373, 0.321, 0.059, 0.057], "energy_ha": -740.83984, "total_charge": 0, "gap_ev": 8.1, "homo_energy_ev": -8.98, "e_above_lowest_kcal_mol": 95.81}


(3)
{"formula": "C3H8NOP", "method": "the ωB97M-V functional and the def2-TZVPD basis", "species": ["C", "C", "C", "N", "O", "P", "H", "H", "H", "H", "H", "H", "H", "H"], "xyz": [[0.9417, -1.2226, -0.0740], [0.6494, 1.2167, 0.8831], [0.4414, 0.1840, -0.3098], [-0.9187, 0.0918, -0.8585], [-3.6474, -0.3744, -0.7171], [-2.4153, -1.0263, -0.3953], [1.3334, -1.7139, -1.0419], [1.7099, -1.2229, 0.7203], [0.1472, -1.7208, 0.3665], [0.0310, 2.0600, 0.9054], [1.6047, 1.5625, 0.8691], [0.5259, 0.6538, 1.8239], [0.9615, 0.5748, -1.1123], [-1.3648, 0.9372, -1.0594]], "atomic_forces_ev_per_a": [[2.24, 0.56, -0.70], [-1.83, -3.85, 0.03], [-1.20, 0.74, 0.82], [-2.92, -3.18, 1.76], [-1.94, 1.51, -0.76], [5.20, 0.09, 0.11], [-0.79, 0.66, 1.70], [0.09, -0.03, -0.66], [-1.48, -1.63, 0.54], [-1.33, 1.05, -0.33], [3.00, 0.85, -0.15], [-0.13, 0.34, -0.14], [1.49, 0.98, -1.65], [-0.39, 1.90, -0.57]], "mulliken_charge": [-1.176, -1.438, 0.587, -0.465, -0.404, 0.343, 0.267, 0.347, 0.379, 0.416, 0.394, 0.307, 0.180, 0.265], "energy_ha": -590.43358, "total_charge": 0, "gap_ev": 9.2, "homo_energy_ev": -9.25, "e_above_lowest_kcal_mol": 12.40, "smiles": "CC(C)NP=O"}


(4)
{"formula": "C3H8NOP", "method": "the ωB97M-V functional and the def2-TZVPD basis", "species": ["C", "C", "C", "N", "O", "P", "H", "H", "H", "H", "H", "H", "H", "H"], "xyz": [[0.5301, 0.7924, -2.1398], [-0.7820, -1.1450, 0.1487], [1.1111, 0.0014, -0.9627], [0.2933, -0.0240, 0.1813], [0.2437, 0.2419, -3.1817], [0.5564, 0.5273, 1.7293], [0.2750, 1.9124, -1.9529], [-0.4951, -1.9870, 0.7439], [-1.6022, -0.7233, 0.6467], [-1.1122, -1.4149, -0.8857], [1.4241, -0.9304, -1.2588], [2.0804, 0.5334, -0.6029], [-0.6191, 1.3066, 1.6402], [1.4650, 1.5727, 1.3452]], "atomic_forces_ev_per_a": [[-0.82, 0.05, -0.14], [1.49, 1.70, -0.99], [2.36, 3.75, 1.22], [-2.63, -3.13, -1.65], [0.31, 0.74, 0.69], [0.32, 0.73, 0.63], [0.40, -1.41, -0.20], [0.51, -0.79, 0.03], [-1.56, 0.53, 0.59], [0.67, 0.28, 0.85], [0.54, -2.40, -1.07], [-1.23, -0.57, -0.99], [0.00, 0.65, 0.80], [-0.35, -0.14, 0.23]], "mulliken_charge": [0.092, -1.068, -0.608, 0.045, -0.456, -0.128, 0.279, 0.353, 0.402, 0.327, 0.397, 0.323, 0.027, 0.016], "energy_ha": -590.37293, "total_charge": 0, "gap_ev": 8.9, "homo_energy_ev": -8.15, "e_above_lowest_kcal_mol": 50.46, "smiles": "CN(P)CC=O"}


(5)
{"formula": "C3H8NOPS2", "method": "the ωB97M-V functional and the def2-TZVPD basis", "species": ["C", "C", "C", "N", "O", "P", "S", "S", "H", "H", "H", "H", "H", "H", "H", "H"], "xyz": [[-1.5924, 1.4273, 0.3933], [-1.1830, 1.1202, -1.0576], [1.7406, -2.4708, -0.3277], [-0.6960, 0.7580, 1.3318], [0.1881, 0.8554, -1.0080], [0.7035, 0.1638, 0.4829], [2.4697, 0.6935, 1.0073], [0.1788, -1.9273, 0.3999], [-1.6826, 2.4564, 0.7479], [-2.6737, 1.1030, 0.6204], [-1.8580, 0.2753, -1.5729], [-1.2644, 1.9456, -1.6795], [1.5422, -3.4823, -0.7761], [2.5770, -2.5111, 0.4699], [2.0274, -1.7288, -1.2577], [-0.4773, 1.3217, 2.2262]], "atomic_forces_ev_per_a": [[-3.00, -0.13, 1.61], [-1.29, -2.19, 0.69], [1.57, 0.61, -1.68], [1.96, 0.21, 0.97], [1.71, -1.70, 1.40], [-2.55, 0.90, -0.76], [-0.38, -0.36, -0.16], [0.61, 1.43, 0.03], [0.55, 0.47, -1.00], [1.42, -0.10, -0.67], [1.68, 1.36, 1.40], [-0.45, 1.73, -1.08], [0.36, 0.93, 0.54], [-1.36, 0.12, -1.54], [-0.50, -1.94, 2.47], [-0.34, -1.34, -2.22]], "mulliken_charge": [-0.474, -0.254, -0.747, -0.428, -0.388, 0.544, -0.359, -0.110, 0.317, 0.251, 0.205, 0.294, 0.316, 0.281, 0.242, 0.310], "energy_ha": -1386.85673, "total_charge": 0, "gap_ev": 9.6, "homo_energy_ev": -9.11, "e_above_lowest_kcal_mol": 22.04, "smiles": "CS[P@]1(=S)NCCO1"}


(6)
{"formula": "C3H8NOS", "method": "the ωB97M-V functional and the def2-TZVPD basis", "species": ["C", "O", "C", "C", "S", "N", "H", "H", "H", "H", "H", "H", "H", "H"], "xyz": [[1.3565, -0.5378, -0.7889], [1.0637, -1.7529, -1.2237], [0.3574, -0.1092, 0.4526], [-0.7527, 0.7273, -0.1718], [-1.8209, 1.7045, 1.0404], [-0.1067, -1.3394, 1.0561], [1.4056, 0.3835, -1.4209], [2.3329, -0.4850, -0.2530], [0.9414, 0.4920, 1.1574], [-0.2965, 1.5475, -0.7292], [-1.4221, 0.2024, -0.8459], [-2.2550, 2.6660, 0.2145], [-1.0977, -1.4614, 1.1301], [0.2939, -2.0373, 0.3821]], "atomic_forces_ev_per_a": [[0.11, 0.00, 2.19], [-0.05, 0.21, -0.93], [-0.82, 0.08, -0.95], [0.02, 1.40, 0.26], [0.17, -0.57, 0.20], [1.32, -0.51, 0.15], [-0.39, -0.39, -0.63], [0.47, -0.08, -0.07], [-0.16, 0.20, -0.01], [0.13, -0.17, -0.14], [0.13, -0.43, 0.10], [0.06, -0.09, -0.15], [-0.40, 0.23, -0.23], [-0.59, 0.11, 0.21]], "mulliken_charge": [-0.428, -0.892, 0.064, -0.851, -0.282, -0.687, 0.225, 0.222, 0.251, 0.350, 0.410, 0.084, 0.214, 0.320], "energy_ha": -647.26735, "total_charge": -1, "gap_ev": 6.1, "homo_energy_ev": -2.89, "e_above_lowest_kcal_mol": 45.31, "smiles": "N[C@@H](C[O-])CS"}